23
Properties=species:S:1:pos:R:3:forces:R:3 method="wB97M-V/def2-TZVPD" smiles="C=C(C)N.O.O.O.O" relative_energy_kcal_mol=12.3 e_homo_ev=-8.1 max_force_ev_per_a=1.40 orbital_gap_ev=8.423 energy_ha=-479.00920
C -1.20658 2.29694 1.09049 -0.764 0.483 -0.743
C -0.49026 1.10580 1.58951 0.727 -0.282 1.159
C 0.75242 1.20984 2.08950 0.799 0.685 -0.085
N -1.23801 -0.04286 1.65706 -0.225 -0.446 -0.454
H -0.78538 3.24844 1.40210 0.237 -0.110 0.115
H -2.25734 2.27958 1.39119 0.089 -0.061 0.059
H -1.20444 2.28756 -0.00413 -0.041 0.017 -0.032
H 1.41198 0.43299 2.47652 -0.622 -0.211 -0.101
H 1.17503 2.20690 2.17414 -0.028 -0.037 -0.057
H -1.78167 -0.25550 0.82668 -0.128 0.102 0.083
H -0.69786 -0.87097 1.85088 0.154 -0.038 0.180
H 0.79836 -3.62160 -1.91820 -0.008 0.017 -0.017
H 1.30076 -2.92249 -0.65267 -0.152 0.007 -0.063
O 0.52898 -3.35986 -1.03241 0.212 -0.142 0.042
H -1.19179 -2.38616 -0.83986 -0.012 0.159 0.099
H -1.05891 -0.96136 -1.31456 0.162 0.225 -0.187
O -1.62090 -1.52081 -0.76501 -0.196 -0.260 -0.140
H 0.99239 0.57382 -2.06486 0.067 -0.151 0.155
H -0.29180 1.06274 -2.73975 0.001 -0.115 -0.032
O 0.15168 0.26325 -2.43564 -0.079 0.176 -0.006
H 2.18872 1.16358 0.03042 -0.069 -0.164 -0.020
H 3.43065 0.56728 -0.68832 -0.303 0.135 -0.016
O 2.51349 0.84044 -0.82544 0.179 0.012 0.061